108
Properties=species:S:1:pos:R:3:forces:R:3 method="wB97M-V/def2-TZVPD" homo_ev=-10.48 homo_lumo_gap_ev=6.057 molar_mass_g_mol=665.8 energy_ev=-54339.483 total_charge=+1 e_lumo_ev=-4.42
C 3.5085 -1.7932 -2.6700 -0.0879 -0.2067 0.3220
C 3.5112 -1.2865 -4.0958 -0.0015 0.2723 -0.2205
C 5.0011 -1.0841 -4.4317 0.3102 0.1357 -0.1606
C 2.9809 -2.3472 -5.0549 -0.1367 -0.2241 -0.2141
C 2.6996 0.0469 -4.2737 -0.0590 -0.3346 0.2392
C 3.2685 0.9197 -5.2100 0.2418 0.2239 0.0549
C 2.9518 2.2733 -5.2364 -0.3257 -0.1883 0.1432
C 1.7973 2.6758 -4.5911 0.1420 -0.5512 -0.3321
C 0.9329 1.7065 -4.0414 -0.3016 0.3761 0.5154
C -0.5442 2.1869 -4.0681 0.3499 0.1804 0.4572
C -1.5652 1.1353 -3.6942 -0.3010 -0.2147 0.3681
C -0.9017 2.6091 -5.5015 0.2088 -0.0167 -0.3304
C -0.6629 3.4165 -3.1556 -0.0702 0.4130 0.2907
C 1.4764 0.4546 -3.6215 0.6942 1.0038 -1.1874
N 0.8230 -0.3730 -2.6182 -0.9206 -0.5983 0.7442
C 0.5893 -0.1080 -1.2780 -0.9264 -1.5719 -0.1829
B 0.3176 1.2268 -0.5360 -0.1796 1.8090 1.8198
H -0.0452 1.0693 0.7561 0.6907 -0.3921 -2.2879
N 0.1778 -1.2976 -0.6997 -0.0408 0.8372 -1.2851
C -0.1992 -1.5983 0.6848 -0.0272 -0.7599 0.5240
C -1.5493 -1.9238 0.9656 -0.4811 -0.0915 -0.5524
C -2.7946 -1.5451 0.1152 0.0716 -0.0957 -0.1709
C -3.9812 -1.1471 1.0046 -0.1998 -0.0832 0.2422
C -3.2100 -2.7498 -0.7377 0.0128 -0.1743 -0.1346
C -2.5583 -0.3586 -0.7952 -0.0518 0.1324 -0.3572
C -1.8567 -2.7183 2.0759 0.1249 0.3982 0.4024
C -0.9022 -3.0281 3.0226 -0.0048 -0.2389 -0.2568
C 0.4081 -2.6206 2.8123 -0.1296 0.2746 0.0278
C 0.7916 -1.8938 1.6749 0.5163 0.0587 -0.0039
C 2.2822 -1.4276 1.6379 0.1711 -0.2912 0.0214
C 2.3917 0.0805 1.8641 0.0510 0.3582 -0.0546
C 2.9433 -1.7732 0.3204 0.0039 0.1525 -0.4501
C 3.1417 -2.0845 2.7206 0.0421 -0.2389 0.3188
C -0.0137 -2.2319 -1.7251 0.2448 -0.1814 0.4780
C 0.3430 -1.6615 -2.8902 0.3074 0.2196 0.2803
H 2.5485 -2.2298 -2.3991 0.1916 0.1161 0.1519
H 4.2609 -2.5844 -2.5368 -0.1844 0.1957 -0.1245
H 3.7676 -0.9803 -1.9857 -0.0792 -0.1456 -0.1120
H 5.1836 -0.9664 -5.5047 0.0029 0.0488 0.2038
H 5.4179 -0.2212 -3.9009 -0.0654 -0.0779 -0.1294
H 5.5765 -1.9635 -4.1186 -0.2228 0.0793 -0.0564
H 3.0398 -1.9901 -6.0897 -0.0279 -0.0939 0.1395
H 3.5828 -3.2615 -4.9717 -0.1167 0.1411 -0.0340
H 1.9398 -2.6072 -4.8460 0.1941 -0.0389 -0.0908
H 4.0388 0.5674 -5.8985 -0.1114 0.1183 0.5816
H 3.5606 2.9838 -5.7929 -0.1378 -0.1909 0.0711
H 1.4941 3.7247 -4.6311 -0.0460 -0.4909 -0.1095
H -2.5721 1.5589 -3.8246 0.2293 -0.1531 -0.0384
H -1.4796 0.8468 -2.6511 0.0015 0.0571 -0.1961
H -1.4836 0.2467 -4.3306 -0.0131 0.0623 0.0746
H -0.2456 3.3945 -5.8885 -0.1173 -0.1439 0.0579
H -0.8344 1.7470 -6.1736 -0.0185 0.1146 -0.0156
H -1.9289 2.9874 -5.5344 0.1028 -0.0756 0.0812
H -0.2953 4.3174 -3.6656 -0.1462 -0.1729 0.1156
H -1.7102 3.5918 -2.8749 0.1652 0.0099 -0.1248
H -0.0860 3.2931 -2.2330 -0.1965 0.0387 -0.2615
H 1.3078 1.9351 -0.6648 -0.2147 0.1703 0.2954
H -0.6843 1.8212 -0.9509 0.6374 -0.5335 -0.1746
H -3.6989 -0.3491 1.7013 -0.0268 -0.0930 -0.0347
H -4.7931 -0.7641 0.3703 0.2277 -0.1244 0.1350
H -4.3889 -1.9879 1.5763 0.0335 0.2173 -0.0590
H -2.3821 -3.0740 -1.3809 -0.3737 0.0438 0.1342
H -3.5099 -3.5934 -0.1048 0.0254 0.0875 -0.1561
H -4.0513 -2.4733 -1.3876 0.1296 -0.1135 0.1730
H -1.8092 -0.6119 -1.5359 -0.1929 0.1794 -0.0600
H -3.4757 -0.1078 -1.3523 0.2213 -0.1063 0.2727
H -2.2297 0.5244 -0.2404 -0.0284 -0.1225 -0.1191
H -2.8769 -3.0775 2.2045 0.3060 0.2167 0.0364
H -1.1720 -3.5969 3.9106 0.1126 -0.0009 -0.2169
H 1.1505 -2.9196 3.5513 -0.2144 0.2721 -0.2743
H 1.8298 0.3741 2.7570 0.2419 0.0103 -0.0347
H 3.4447 0.3691 2.0158 -0.3153 -0.1722 -0.0327
H 2.0079 0.6493 1.0147 0.0942 -0.0851 0.1904
H 2.8866 -2.8463 0.1060 0.0282 0.1168 -0.0006
H 2.4448 -1.2281 -0.4757 0.3758 -0.2436 0.1325
H 4.0007 -1.4686 0.3169 -0.2885 -0.1143 0.0957
H 3.1127 -3.1791 2.6504 -0.0044 0.1746 0.1187
H 4.1897 -1.7796 2.5926 -0.3287 -0.0083 -0.0518
H 2.8411 -1.7690 3.7272 0.0860 -0.1499 -0.0843
H -0.3506 -3.2386 -1.5195 0.1193 0.2297 -0.0351
H 0.3200 -2.0730 -3.8857 0.1039 0.1361 0.1391
C -2.1784 -2.0333 7.5895 0.0957 0.3207 -0.2660
C -0.9293 -1.9156 6.9745 0.0638 0.0589 -0.1943
C -0.7433 -1.0128 5.9289 -0.4257 0.2233 -0.2951
C -1.8234 -0.2199 5.4750 -0.0755 -0.7981 1.0447
C -1.6136 0.8198 4.5003 -0.6009 0.8205 -0.4712
O -2.4750 1.8527 4.6534 1.4664 0.1484 -0.8564
C -2.2615 3.0112 3.9223 -0.1640 -0.5029 0.1263
C -1.2112 3.1118 2.9807 -0.8078 0.2971 0.1755
C -1.0585 4.3542 2.3137 -0.0716 -0.0434 0.0881
C -1.9677 5.3757 2.5289 0.4713 -0.1307 -0.2860
C -3.0161 5.2255 3.4505 -0.0171 -0.5219 0.2972
C -3.1375 4.0531 4.1892 -0.1834 0.3398 -0.2787
C -0.4202 1.9687 2.7360 0.6515 0.0289 1.3447
C -0.6349 0.8280 3.5123 -0.0063 0.1273 -0.3723
C -3.0836 -0.3584 6.0930 0.2587 -0.0491 -0.1354
C -3.2491 -1.2523 7.1402 0.0025 -0.1012 0.0300
H -2.3118 -2.7137 8.4271 0.0087 0.0967 -0.1942
H -0.0860 -2.5234 7.3065 -0.2780 0.2018 -0.0323
H 0.2313 -0.8838 5.4539 -0.2207 -0.1348 0.2685
H -0.2055 4.4602 1.6386 -0.4155 0.0393 0.0623
H -1.8650 6.3050 1.9722 -0.0256 -0.1880 0.1671
H -3.7428 6.0232 3.5912 0.2432 -0.1221 0.0243
H -3.9059 3.9085 4.9443 0.0867 0.0929 -0.1957
H 0.4579 2.0725 2.0995 -0.4164 -0.2021 0.1408
H -0.0588 -0.0876 3.3608 -0.1811 0.3859 0.0836
H -3.9274 0.2258 5.7276 0.2198 -0.1217 0.1880
H -4.2244 -1.3346 7.6165 0.2240 -0.0428 -0.1046